12
Properties=species:S:1:pos:R:3:forces:R:3 method="wB97M-V/def2-TZVPD" total_charge=0 relative_energy_ev=0.928 homo_energy_ev=-8.68 smiles="S[C@@]1(Cl)CC=CS1" max_force_ha_per_bohr=0.0683 multiplicity=1
S 2.305332 1.318934 -0.691201 -1.681 -1.276 0.411
C 1.057742 0.043783 0.069000 0.925 1.176 -2.046
Cl 1.946846 -0.840867 1.310048 -0.343 0.138 0.300
C -0.255450 0.728531 0.472705 -0.479 -0.833 2.101
C -1.299908 -0.392739 0.417162 1.434 1.119 -0.612
C -0.984416 -1.380106 -0.399008 -2.221 -2.322 -1.423
S 0.497676 -1.142238 -1.292545 0.776 0.488 0.887
H 1.307283 1.569348 -1.566506 0.558 0.373 -0.131
H -0.527015 1.582701 -0.206146 0.405 -0.759 0.735
H -0.281733 1.003032 1.596278 0.597 0.283 -1.905
H -2.120794 -0.179451 1.028851 -1.469 -0.594 0.569
H -1.645560 -2.310928 -0.738633 1.498 2.207 1.113

16
Properties=species:S:1:pos:R:3:forces:R:3 method="wB97M-V/def2-TZVPD" total_charge=+2 homo_energy_ev="-19.74 / -20.38" max_force_ha_per_bohr=0.0676 s_squared=6.01 multiplicity=5
H 0.253476 0.690294 0.058768 -0.404 0.823 0.285
O 1.016655 -2.316884 -0.532090 -0.374 -0.069 -0.331
C 0.023692 -1.566148 -0.306090 0.766 0.071 -0.925
O -0.233332 -1.255047 0.898053 -0.867 0.915 0.492
O -0.527231 -0.942526 -1.319611 -0.487 0.244 -0.353
C -1.687901 -0.102994 -1.133284 0.094 -1.299 -0.600
O -0.317533 1.518392 0.118970 -0.444 -0.861 -1.489
C 3.035618 0.597475 2.039228 1.392 0.381 3.161
C -1.348869 1.346256 -0.828415 -0.308 -0.747 1.935
O 2.694046 -0.477467 1.686189 0.105 0.684 -0.900
O 3.441696 1.457648 2.679803 -0.659 -0.217 -1.747
Co 1.546416 -1.933691 1.264439 0.434 -1.587 0.611
H -2.330537 -0.526466 -0.350111 0.124 0.247 0.044
H -2.207228 -0.162629 -2.095519 -0.018 0.148 0.266
H -1.109410 1.861890 -1.774633 0.480 0.548 -0.264
H -2.249557 1.811895 -0.405697 0.164 0.719 -0.183

13
Properties=species:S:1:pos:R:3:forces:R:3 method="wB97M-V/def2-TZVPD" total_charge=+2 relative_energy_ev=0.501 homo_energy_ev="-15.45 / -15.46" max_force_ha_per_bohr=0.0607 s_squared=15.76 multiplicity=8
H 1.313466 -0.134868 1.103959 -1.356 0.629 -1.076
C 0.875133 0.336513 0.129459 0.794 -0.663 1.328
C -0.480452 1.013506 0.221024 0.113 0.290 0.126
C -1.470237 -0.150633 0.145612 -0.204 -0.186 0.252
C -0.726101 -1.280542 -0.492406 0.109 -0.215 0.177
O 0.496274 -0.933599 -0.652644 0.092 -0.764 0.243
O 1.853033 0.939218 -0.510554 3.014 0.502 -0.647
Eu 4.293102 0.827165 -0.667605 -2.479 0.311 0.038
Li -0.829926 -3.424658 -0.529127 -0.273 0.231 -0.246
H -0.565586 1.693495 -0.636963 -0.003 -0.160 0.218
H -0.567220 1.593476 1.147104 -0.040 -0.139 -0.287
H -2.405244 0.007825 -0.407908 0.201 0.165 0.137
H -1.786247 -0.486897 1.150053 0.030 -0.001 -0.263

12
Properties=species:S:1:pos:R:3:forces:R:3 method="wB97M-V/def2-TZVPD" total_charge=0 relative_energy_ev=4.346 homo_energy_ev="-9.02 / -8.17" max_force_ha_per_bohr=0.0698 multiplicity=1
C 0.086559 -2.100508 0.010089 0.993 2.028 -0.345
C -0.130211 0.121482 0.448785 0.220 0.214 -3.577
C 1.385544 0.004680 -0.189209 0.331 0.540 1.116
C -1.100139 1.046219 -0.325219 1.495 -1.409 2.051
N -0.655998 -1.193782 0.343842 0.236 -1.575 1.220
F 2.253409 0.088069 0.922553 -0.865 0.116 -1.937
F 1.803000 0.976575 -1.128622 -0.931 -1.629 1.944
H 0.187839 -3.146736 -0.144613 -0.483 -0.670 -0.079
H 0.013630 0.499174 1.432940 -0.147 -0.068 1.007
H -1.339284 0.776111 -1.297820 -0.136 -0.957 -1.781
H -0.528669 1.904860 -0.342809 0.251 2.659 -0.077
H -1.975684 1.023860 0.270079 -0.964 0.751 0.459

12
Properties=species:S:1:pos:R:3:forces:R:3 method="wB97M-V/def2-TZVPD" total_charge=0 relative_energy_ev=1.576 homo_energy_ev=-9.84 smiles="[H]/N=C(/C=C)C(F)F" max_force_ha_per_bohr=0.1271 multiplicity=1
H -0.182050 0.353580 2.700623 0.111 -0.531 -2.240
N -0.552528 -0.115298 1.812113 -0.557 0.545 3.593
C -0.095251 -0.028779 0.659791 1.777 1.180 0.263
C -0.860033 -0.799323 -0.306330 0.282 -1.499 -1.015
C -1.023181 -0.419711 -1.590705 -2.805 -5.623 1.802
C 1.260782 0.709740 0.300813 0.112 -1.308 1.394
F 1.133641 2.001353 0.065824 -0.851 1.929 -0.059
F 1.718103 0.200382 -0.857450 0.688 -0.674 -0.202
H -1.156058 -1.798843 0.225448 -0.058 2.002 -1.667
H -1.661255 -1.184695 -2.201193 1.338 1.987 0.675
H -0.621165 0.430663 -1.956793 1.043 2.544 -1.352
H 2.038991 0.650927 1.147855 -1.081 -0.553 -1.192

14
Properties=species:S:1:pos:R:3:forces:R:3 method="wB97M-V/def2-TZVPD" total_charge=0 relative_energy_ev=3.550 homo_energy_ev=-9.90 max_force_ha_per_bohr=0.0704 multiplicity=1
C -1.923944 -1.598657 0.287539 -0.547 -0.013 -1.996
C -0.793259 -0.260127 1.399145 0.257 -0.621 1.095
C 0.129503 1.095512 -0.468779 -3.539 0.069 -0.766
C -4.579158 0.697208 -0.030633 1.072 -1.504 1.620
N -1.711582 -1.205462 1.537020 0.456 -0.401 0.980
N -1.278194 -0.943828 -0.677477 0.391 0.832 1.993
N -0.556320 -0.077019 0.111714 1.723 0.899 -1.703
F -5.138937 1.206472 -1.020132 -1.139 1.303 -1.933
F -4.564796 -0.595717 -0.305855 -0.038 0.256 0.283
H -2.623869 -2.326574 -0.070214 -0.248 -0.442 0.510
H 1.114967 1.286193 -0.231961 1.904 0.161 1.558
H 0.173419 1.036082 -1.538785 -0.394 -0.630 -0.608
H -0.595367 1.917382 -0.274100 1.107 -0.022 0.027
H -0.156491 0.122101 2.235713 -1.005 0.112 -1.059

| no. | total energy (eV) |
| --- | --- |
| 1 | -38420.559 |
| 2 | -54119.167 |
| 3 | -27840.749 |
| 4 | -11149.136 |
| 5 | -11151.905 |
| 6 | -14131.043 |